Arrangement A

{"formula": "C22H63N5O7", "method": "ωB97M-V/def2-TZVPD", "symbols": ["C", "C", "C", "O", "C", "N", "H", "H", "H", "H", "H", "H", "H", "H", "H", "H", "H", "C", "C", "C", "O", "C", "N", "H", "H", "H", "H", "H", "H", "H", "H", "H", "H", "H", "C", "C", "C", "O", "C", "N", "H", "H", "H", "H", "H", "H", "H", "H", "H", "H", "H", "C", "C", "C", "O", "C", "N", "H", "H", "H", "H", "H", "H", "H", "H", "H", "H", "H", "C", "C", "C", "O", "C", "N", "H", "H", "H", "H", "H", "H", "H", "H", "H", "H", "H", "C", "O", "H", "H", "H", "H", "C", "O", "H", "H", "H", "H"], "coordinates": [[5.94044, -1.69022, -3.16067], [5.26944, -1.86322, -1.80567], [3.72844, -2.01022, -1.93967], [3.19144, -0.86922, -2.45767], [1.85844, -0.57022, -1.96267], [5.80744, -3.08222, -1.19567], [6.92844, -1.95922, -3.17067], [5.78044, -0.81622, -3.59767], [5.79044, -2.45022, -3.89267], [5.40544, -1.04622, -1.13067], [3.33844, -2.17022, -0.91967], [3.68744, -2.77622, -2.61167], [1.31744, 0.10078, -2.67567], [1.75944, -0.17022, -0.93567], [1.47144, -1.53522, -2.06467], [5.39044, -3.09722, -0.19167], [6.90044, -2.86322, -0.72967], [0.00744, -0.57722, 1.66433], [-0.33856, 0.56378, 2.58733], [-0.04156, 1.90778, 1.98433], [1.34344, 2.17078, 2.25733], [1.58044, 3.42778, 1.76733], [-1.82856, 0.66678, 2.91933], [1.04544, -0.57322, 1.56033], [-0.39856, -0.43222, 0.57733], [-0.30156, -1.55322, 2.18033], [0.02544, 0.33678, 3.75333], [-0.52156, 2.89578, 2.43133], [-0.04156, 1.83378, 0.87433], [1.55344, 3.41178, 0.61533], [2.71444, 3.49378, 1.98633], [0.95344, 4.13478, 2.24633], [-2.27656, 0.98678, 2.17733], [-2.03556, 1.30578, 3.52633], [5.89144, 2.29478, -4.03667], [4.36644, 2.18278, -3.73567], [3.72944, 3.33778, -2.79667], [4.41544, 3.40578, -1.57767], [4.08144, 2.36278, -0.58667], [3.63044, 2.20478, -4.96767], [6.38444, 2.21478, -3.15567], [6.18744, 3.08178, -4.65067], [6.43844, 1.44578, -4.37667], [4.12344, 1.25278, -3.11567], [2.62644, 3.05178, -2.69467], [3.82044, 4.35978, -3.32067], [3.07444, 2.37978, -0.40267], [4.47144, 2.65778, 0.33633], [4.44644, 1.34678, -0.85467], [3.38944, 3.17978, -5.16467], [2.62444, 1.80778, -4.84467], [-3.25256, 0.50878, -0.93467], [-4.16056, 1.58578, -0.79067], [-3.89456, 2.52078, 0.45833], [-4.32256, 1.90278, 1.62633], [-4.21156, 2.58878, 2.83033], [-4.24656, 2.44778, -1.93967], [-3.73956, -0.16522, -1.68267], [-2.99056, -0.07322, -0.06667], [-2.24356, 0.76478, -1.36267], [-5.17956, 1.32278, -0.62867], [-4.55056, 3.40978, 0.36933], [-2.80456, 2.58278, 0.52533], [-4.26556, 2.07278, 3.74833], [-4.84856, 3.64678, 2.92833], [-3.28156, 3.18578, 3.06933], [-4.79756, 3.17278, -1.64167], [-5.06756, 2.05878, -2.52367], [-5.38956, -3.24322, -0.60567], [-5.90656, -3.72522, 0.71333], [-5.71456, -2.65822, 1.74333], [-4.39756, -2.69822, 2.22733], [-4.16356, -1.84722, 3.41233], [-7.34756, -3.76922, 0.35333], [-4.27556, -2.83322, -0.57567], [-5.69556, -2.19322, -0.94667], [-5.31456, -4.13922, -1.26967], [-5.58256, -4.74422, 1.01933], [-6.36556, -2.96622, 2.39333], [-5.90056, -1.65322, 1.60333], [-5.01256, -1.97522, 3.92833], [-4.11556, -0.67522, 3.14833], [-3.30856, -2.04722, 3.94833], [-7.64656, -4.41322, 1.06433], [-7.52856, -4.36222, -0.53567], [3.97544, 0.73978, 2.92933], [5.06544, 0.36978, 2.17933], [3.78344, 0.16678, 3.80333], [3.25744, 0.32278, 2.34433], [3.94544, 1.75778, 2.88433], [5.62544, 0.99278, 1.92933], [-1.84456, -4.20322, 1.09133], [-2.81856, -4.86622, 1.70133], [-1.13156, -3.78822, 1.79033], [-2.33756, -3.47122, 0.65933], [-1.38256, -5.10222, 0.49333], [-3.32156, -4.20722, 1.86733]], "lowdin_charge": [-0.037, -0.436, -0.233, -0.202, -0.056, -0.021, 0.048, 0.017, 0.087, 0.112, 0.135, 0.100, 0.100, 0.078, 0.062, 0.086, 0.168, -0.059, -0.363, -0.201, -0.235, -0.155, 0.090, 0.029, 0.108, 0.098, 0.204, 0.156, 0.129, 0.107, 0.111, 0.070, -0.031, -0.023, -0.038, -0.412, -0.210, -0.187, -0.042, -0.002, 0.032, 0.059, 0.059, 0.122, 0.127, 0.140, 0.027, 0.057, 0.096, 0.058, 0.107, -0.080, -0.493, -0.166, -0.199, -0.165, 0.040, 0.098, 0.068, 0.103, 0.129, 0.136, 0.123, 0.061, 0.141, 0.079, 0.014, 0.125, -0.105, -0.427, -0.211, -0.199, -0.013, 0.007, 0.091, 0.104, 0.090, 0.159, 0.069, 0.120, 0.035, 0.117, 0.058, 0.053, 0.114, -0.138, -0.052, 0.089, 0.034, 0.054, -0.002, -0.188, -0.046, 0.067, 0.014, 0.137, -0.081], "smiles": "COC[C@H](C)N.COC[C@H](C)N.COC[C@H](C)N.COC[C@H](C)N.COC[C@H](C)N.CO.CO", "total_charge": 0, "homo_ev": -8.7}


Arrangement B

{"formula": "C22H63N5O7", "method": "ωB97M-V/def2-TZVPD", "symbols": ["C", "C", "C", "O", "C", "N", "H", "H", "H", "H", "H", "H", "H", "H", "H", "H", "H", "C", "C", "C", "O", "C", "N", "H", "H", "H", "H", "H", "H", "H", "H", "H", "H", "H", "C", "C", "C", "O", "C", "N", "H", "H", "H", "H", "H", "H", "H", "H", "H", "H", "H", "C", "C", "C", "O", "C", "N", "H", "H", "H", "H", "H", "H", "H", "H", "H", "H", "H", "C", "C", "C", "O", "C", "N", "H", "H", "H", "H", "H", "H", "H", "H", "H", "H", "H", "C", "O", "H", "H", "H", "H", "C", "O", "H", "H", "H", "H"], "coordinates": [[-4.53814, -2.99479, 0.98975], [-4.83188, -1.54931, 1.40788], [-5.13755, -1.44657, 2.88770], [-6.47491, -1.82872, 3.16120], [-7.36742, -0.73343, 3.06756], [-3.64746, -0.74138, 1.07668], [-4.38134, -3.02599, -0.09076], [-5.25788, -3.74178, 1.31189], [-3.56713, -3.26288, 1.43102], [-5.68938, -1.27418, 0.77789], [-4.89255, -0.45040, 3.26858], [-4.51340, -2.17896, 3.40559], [-8.36822, -1.06835, 3.33579], [-7.35864, -0.31656, 2.05784], [-7.11413, 0.02777, 3.81684], [-3.96398, 0.19451, 0.84674], [-3.19858, -1.11471, 0.24458], [-1.28124, 2.04291, 1.08833], [0.09709, 2.18859, 1.74199], [0.98498, 1.06130, 1.22585], [1.28545, 1.31238, -0.12247], [1.80028, 0.24119, -0.85532], [0.66038, 3.52944, 1.34221], [-1.22297, 2.32090, 0.03503], [-2.06949, 2.57645, 1.61576], [-1.58890, 0.98947, 1.07146], [0.02367, 2.06700, 2.82276], [0.46256, 0.10161, 1.34852], [1.95054, 0.95097, 1.74446], [1.71776, 0.50698, -1.91258], [1.18862, -0.66957, -0.83309], [2.84355, 0.07474, -0.57271], [-0.00199, 3.88986, 0.65955], [1.41562, 3.28122, 0.70046], [-1.50769, 5.33702, -2.19973], [-0.49213, 5.99332, -3.09663], [0.49887, 4.97078, -3.63793], [1.15113, 4.29641, -2.58001], [1.91513, 3.22992, -3.04095], [-1.14387, 6.73881, -4.15877], [-1.02060, 4.80710, -1.38154], [-2.17695, 4.65937, -2.73605], [-2.15322, 6.07371, -1.71190], [0.12237, 6.71951, -2.55434], [1.26932, 5.51465, -4.20990], [-0.02138, 4.31459, -4.35278], [2.86717, 3.51611, -3.51456], [1.39110, 2.48491, -3.64773], [2.30544, 2.68166, -2.17503], [-1.86194, 6.16714, -4.59870], [-0.49445, 6.93838, -4.91550], [-0.95598, -3.75725, -0.72137], [-0.97478, -2.78623, -1.87917], [-1.85646, -3.17924, -3.03969], [-1.61069, -4.51388, -3.47184], [-0.41125, -4.68048, -4.15470], [-1.37673, -1.45122, -1.38948], [-1.94090, -3.98572, -0.30192], [-0.38226, -3.35349, 0.11802], [-0.52707, -4.71617, -1.00952], [0.08079, -2.70719, -2.18489], [-1.67161, -2.51400, -3.89382], [-2.90895, -3.16557, -2.76280], [0.47130, -4.59270, -3.50624], [-0.26295, -3.90017, -4.91978], [-0.41975, -5.65344, -4.63714], [-1.22873, -0.66173, -2.00627], [-0.83794, -1.23676, -0.55823], [1.70796, -2.98519, 3.40322], [3.20921, -2.91520, 3.58288], [3.93800, -3.28621, 2.30059], [3.72415, -4.66082, 1.97009], [4.45229, -5.56170, 2.74574], [3.65508, -1.53929, 3.94761], [1.19833, -2.73301, 4.33167], [1.42150, -4.00501, 3.11764], [1.34839, -2.39424, 2.55706], [3.57087, -3.53294, 4.40503], [5.00763, -3.07771, 2.37542], [3.48575, -2.75225, 1.46338], [5.53441, -5.38929, 2.69635], [4.28950, -6.56268, 2.33556], [4.11727, -5.62439, 3.78807], [3.50575, -1.39307, 4.94623], [2.94692, -0.88334, 3.61032], [4.36113, 0.71704, -4.83595], [5.53621, -0.00382, -4.54726], [3.74428, 0.85006, -3.93984], [4.61197, 1.71232, -5.22248], [3.76481, 0.21850, -5.59624], [5.88332, 0.20109, -3.67688], [2.18058, 4.55385, 4.53502], [2.78769, 4.42682, 3.23718], [1.41535, 3.79377, 4.68569], [2.96395, 4.43916, 5.28091], [1.78784, 5.56951, 4.60988], [2.05221, 4.27019, 2.62702]], "lowdin_charge": [-0.065, -0.442, -0.212, -0.187, -0.112, 0.041, 0.068, 0.082, 0.075, 0.131, 0.119, 0.127, 0.086, 0.082, 0.086, 0.070, 0.029, -0.061, -0.362, -0.210, -0.212, -0.102, 0.058, 0.076, 0.083, 0.052, 0.130, 0.115, 0.129, 0.073, 0.068, 0.101, 0.054, 0.076, -0.058, -0.460, -0.223, -0.168, -0.143, 0.034, 0.057, 0.085, 0.084, 0.143, 0.128, 0.129, 0.091, 0.092, 0.069, 0.071, 0.070, -0.041, -0.441, -0.189, -0.185, -0.132, 0.041, 0.070, 0.075, 0.083, 0.126, 0.124, 0.129, 0.084, 0.091, 0.090, 0.079, 0.042, -0.061, -0.434, -0.194, -0.195, -0.133, 0.031, 0.080, 0.081, 0.067, 0.130, 0.121, 0.122, 0.091, 0.089, 0.082, 0.069, 0.054, -0.171, -0.114, 0.061, 0.077, 0.079, 0.076, -0.156, -0.159, 0.065, 0.070, 0.072, 0.007], "smiles": "COC[C@H](C)N.COC[C@H](C)N.COC[C@H](C)N.COC[C@H](C)N.COC[C@H](C)N.CO.CO", "total_charge": 0, "homo_ev": -9.3}


Computed energies relative to the best structure, in kcal/mol: arrangement A 271.8; arrangement B 0.0


Arrangement A

{"formula": "C6H8N2", "method": "ωB97M-V/def2-TZVPD", "symbols": ["C", "C", "C", "C", "C", "C", "H", "H", "H", "H", "H", "H", "H", "H", "N", "N"], "coordinates": [[-4.44463, -0.10135, -0.18561], [-3.18762, -0.02452, -0.10012], [-1.84283, -0.38102, 0.30384], [0.31314, 0.64985, -0.24830], [2.43485, 0.21550, 0.59660], [2.55782, -0.36793, -0.74639], [-5.45542, 0.12608, -0.00012], [-1.52769, -1.19246, -0.54788], [-1.52452, -0.79529, 1.32003], [0.99136, 1.56668, -0.37180], [2.20075, 1.39797, 0.75558], [3.17236, -0.08818, 1.57327], [3.24213, -1.43808, -0.51112], [2.83427, 0.19872, -1.61892], [-0.99366, 0.71795, -0.24404], [1.22968, -0.48391, 0.02496]], "nbo_charge": [-0.234, 0.001, -0.355, 0.270, -0.270, -0.276, 0.233, 0.238, 0.256, 0.148, 0.191, 0.224, 0.221, 0.226, -0.415, -0.459], "smiles": "C#CC/N=C\\N1CC1", "total_charge": 0, "homo_ev": -9.2}


Arrangement B

{"formula": "C6H8N2", "method": "ωB97M-V/def2-TZVPD", "symbols": ["C", "C", "C", "C", "C", "C", "N", "N", "H", "H", "H", "H", "H", "H", "H", "H"], "coordinates": [[-1.36962, -0.84018, -0.84967], [-0.05239, -1.06451, -1.11515], [-1.78770, 0.18117, -0.00468], [0.44838, 1.13708, -0.21793], [0.92830, -0.29714, -0.34669], [1.06506, -0.50014, 1.21423], [-2.57371, 0.72942, 0.73752], [0.96954, 2.18876, -0.38109], [-2.21299, -1.43365, -1.48506], [0.12902, -1.82555, -1.81854], [1.99343, -0.58944, -0.83898], [1.66097, -1.40743, 1.42189], [0.13490, -0.77045, 1.52445], [1.47389, 0.36759, 1.79737], [-2.63480, 1.67839, 1.08945], [1.82770, 2.44610, -0.72712]], "nbo_charge": [-0.385, -0.099, 0.399, 0.316, -0.400, -0.572, -0.631, -0.691, 0.241, 0.220, 0.189, 0.208, 0.207, 0.225, 0.406, 0.366], "total_charge": 0, "homo_ev": [-6.6, -6.7]}


Computed energies relative to the best structure, in kcal/mol: arrangement A 38.6; arrangement B 0.0